ORCA calculation (ωB97M-V with the def2-TZVPD basis set) on C26H25BrF4MnN2OP as an isolated structure.

## Properties
E_HOMO (spin up / spin down), eV: -14.30 / -14.43
Energy relative to the best compared isomer or geometry (same formula, charge and spin), kcal per mole: 23.5
DFT total energy, eV: -153900.4671
Gap between HOMO and LUMO (spin up / spin down), Ha: 0.27448 / 0.26595
LUMO level (spin up / spin down), eV: -6.8 / -7.2
F_max, eV/Å: 1.45
Net charge: +2
2S+1: 5

Structure (XYZ):
```
61
C26H25BrF4MnN2OP | the Open Molecules 2025 dataset | ωB97M-V with the def2-TZVPD basis set
H -6.1534 -0.5330 0.3644
H -0.8317 -2.7495 0.9079
C 5.3268 0.1219 -0.3725
C -4.6158 0.7930 1.1024
C -0.2587 -1.3801 -3.5464
C 5.9569 -1.1048 -0.5264
H -0.5154 -0.7070 -4.3539
C 1.8080 -2.9208 3.7200
Br 3.2046 1.8949 0.0444
C 3.9603 0.1890 -0.1622
H -5.6587 0.6978 -0.7961
H -0.2459 -4.6763 -2.7815
C -3.3771 1.5386 0.5547
N -0.0400 2.3372 -0.5403
H -6.4433 1.3170 2.1179
H -4.2769 0.0938 1.8715
N 0.3497 4.7438 -0.7493
C 0.4649 -3.1281 -1.4948
H 1.5813 6.1689 0.1660
C -0.4694 -2.7432 -3.6866
H 0.5900 0.1741 -2.3494
H 0.7353 -3.8169 -0.7078
C 0.6881 -1.7625 -1.3434
H -1.2476 -4.1269 2.8938
O -2.0445 -0.5171 0.2296
C -5.5503 1.8143 1.7422
H -5.8644 2.5709 1.0200
H -1.6386 5.1314 -1.3505
C 2.0508 -2.1335 2.6070
C 0.1282 3.4859 -0.6375
H -0.9171 -3.1316 -4.5911
C -0.3231 -3.5712 2.8125
H 2.1152 5.6564 -1.4427
C 5.2075 -2.2710 -0.4735
H 2.5425 -2.9720 4.5122
F 6.0500 1.2283 -0.4295
C 1.1119 -2.0840 1.5772
H -4.6184 -0.7053 -0.4794
P 1.3746 -0.9783 0.1726
H 2.3360 4.5755 -0.0493
F 7.2516 -1.1605 -0.7264
Mn -0.4474 0.4734 -0.3184
C -2.2502 0.6724 0.2056
C 1.6823 5.3156 -0.5019
H -3.6467 2.1097 -0.3425
F 3.1485 -3.3248 -0.2431
H 0.4526 -4.2649 4.6895
H -0.3896 5.9971 -2.2673
C 3.1848 -0.9698 -0.0993
H -5.0710 2.3176 2.5835
C 0.6268 -3.6426 3.8222
C -0.6837 5.6445 -1.2784
C -0.1005 -3.6102 -2.6665
H -2.9884 2.2753 1.2680
F 5.7884 -3.4418 -0.6286
C -5.2972 0.0175 -0.0220
H 2.9737 -1.5701 2.5385
C 0.3061 -0.8850 -2.3780
C 3.8426 -2.1886 -0.2647
H -0.7862 6.5032 -0.6171
C -0.0886 -2.7875 1.6949
```